(1)
57
Properties=species:S:1:pos:R:3 method="wB97M-V/def2-TZVPD" total_charge=0 multiplicity=1 smiles="NCC[C@](C[SH](=O)=O)(OC(=O)CCCC(=O)O)[PH2]=O.CCCCCC" energy_ev=-52020.0894 de_lowest_kj_mol=50.9
N -1.41 0.21 0.42
C -0.01 0.44 0.10
C 0.99 0.02 1.21
C 2.24 -0.73 0.74
C 2.05 -1.90 -0.24
S 0.58 -2.91 -0.03
O 0.14 -2.83 1.34
O -0.33 -2.65 -1.10
O 3.08 -1.11 1.85
C 2.74 -2.24 2.59
O 3.08 -3.32 2.20
C 2.01 -1.97 3.87
C 2.40 -2.93 4.99
C 3.90 -2.89 5.36
C 4.41 -1.47 5.37
O 4.35 -0.74 6.31
O 4.99 -1.10 4.18
P 3.34 0.46 -0.15
O 2.76 1.04 -1.38
H -1.74 0.93 1.05
H -1.53 -0.69 0.89
H 0.11 1.51 -0.09
H 0.22 -0.05 -0.85
H 1.35 0.91 1.74
H 0.47 -0.58 1.95
H 2.90 -2.57 -0.14
H 2.01 -1.54 -1.27
H 1.11 -4.14 -0.22
H 2.17 -0.94 4.18
H 0.94 -2.09 3.65
H 1.82 -2.67 5.87
H 2.15 -3.95 4.70
H 4.02 -3.29 6.36
H 4.49 -3.49 4.67
H 4.49 -0.38 3.76
H 4.51 -0.29 -0.34
H 3.68 1.37 0.87
C -4.61 2.02 -5.95
C -4.90 2.84 -4.70
C -3.68 3.54 -4.13
C -2.56 2.61 -3.67
C -2.97 1.58 -2.62
C -3.46 2.19 -1.31
H -3.90 1.21 -5.74
H -5.51 1.56 -6.34
H -4.18 2.64 -6.74
H -5.36 2.20 -3.94
H -5.65 3.60 -4.94
H -3.99 4.18 -3.29
H -3.27 4.22 -4.88
H -1.74 3.21 -3.26
H -2.14 2.09 -4.53
H -2.11 0.93 -2.40
H -3.74 0.92 -3.02
H -2.68 2.82 -0.87
H -3.70 1.41 -0.60
H -4.35 2.80 -1.46

***

(2)
58
Properties=species:S:1:pos:R:3 method="wB97M-V/def2-TZVPD" s_squared=2.012 total_charge=+1 multiplicity=3 energy_ev=-155405.3508
C -0.21 1.38 2.28
C 0.97 0.40 2.16
B 2.25 1.22 1.75
O 2.87 1.98 2.64
Ta 3.14 0.97 -0.49
N 4.97 1.55 0.21
I 4.43 0.44 -2.96
C 3.57 -1.04 0.37
C 3.41 -2.25 -0.56
C 2.43 -3.29 -0.08
Br 2.88 -3.94 1.76
C 1.21 0.18 -1.27
C 0.77 0.76 -2.64
C -0.74 1.04 -2.77
C -1.41 1.66 -1.54
C -2.20 0.69 -0.64
C -3.70 0.98 -0.57
C -4.41 0.36 0.63
C -4.23 -1.15 0.81
O -5.37 -1.79 0.27
C -5.33 -3.20 0.33
N 2.69 2.95 -0.94
C 1.93 3.65 -0.31
S 1.09 4.59 0.63
H -1.07 0.88 2.72
H 0.05 2.23 2.91
H -0.50 1.78 1.31
H 0.73 -0.41 1.47
H 1.20 -0.04 3.14
H 3.43 2.72 2.37
H 5.82 1.05 0.01
H 5.20 2.53 0.02
H 4.59 -1.01 0.76
H 2.91 -1.16 1.24
H 3.01 -1.97 -1.55
H 4.38 -2.72 -0.75
H 2.43 -4.22 -0.65
H 1.41 -2.91 0.00
H 1.34 -0.91 -1.37
H 0.43 0.32 -0.51
H 1.05 0.04 -3.41
H 1.32 1.68 -2.88
H -0.86 1.70 -3.63
H -1.26 0.11 -3.02
H -2.09 2.45 -1.89
H -0.64 2.16 -0.93
H -1.81 0.70 0.39
H -2.03 -0.32 -1.02
H -4.17 0.64 -1.50
H -3.85 2.06 -0.52
H -4.10 0.88 1.54
H -5.49 0.52 0.53
H -3.34 -1.51 0.28
H -4.11 -1.42 1.87
H -4.30 -3.58 0.29
H -5.87 -3.57 -0.54
H -5.81 -3.58 1.24
Ni 1.00 -3.27 2.97

***

(3)
58
Properties=species:S:1:pos:R:3 method="wB97M-V/def2-TZVPD" total_charge=+1 multiplicity=1 energy_ev=-102874.1581
C 2.25 0.74 -1.52
C 3.12 0.01 -1.88
N 4.00 -0.86 -2.45
C 3.70 -1.48 -3.58
N 2.50 -1.25 -4.14
N 4.56 -2.39 -4.18
Br 4.02 -4.15 -3.68
H 1.34 1.27 -1.34
H 4.89 -1.05 -1.99
H 2.27 -0.26 -4.22
H 2.41 -1.68 -5.05
H 5.51 -2.30 -3.83
C 0.69 -2.60 -1.42
O -0.34 -1.78 -1.91
C -0.89 -2.13 -3.17
C -2.39 -2.28 -3.14
O -2.90 -3.31 -2.32
C -2.79 -3.22 -0.91
C -3.55 -2.10 -0.23
O -3.07 -0.81 -0.57
C -4.05 0.09 -1.05
H 1.66 -2.17 -1.66
H 0.60 -2.64 -0.33
H 0.63 -3.63 -1.80
H -0.43 -3.05 -3.56
H -0.66 -1.32 -3.88
H -2.69 -2.56 -4.16
H -2.88 -1.32 -2.93
H -1.74 -3.22 -0.60
H -3.22 -4.15 -0.54
H -3.40 -2.23 0.85
H -4.62 -2.20 -0.43
H -4.88 -0.43 -1.55
H -3.58 0.75 -1.78
H -4.45 0.71 -0.24
C -0.98 1.20 1.05
O -0.23 1.12 2.24
C 1.17 1.17 2.10
C 1.83 2.26 2.92
O 1.48 3.59 2.61
C 0.18 4.06 2.88
C -0.22 4.16 4.34
O -0.29 2.91 4.99
C 0.47 2.79 6.18
H -1.21 0.21 0.65
H -1.92 1.70 1.27
H -0.46 1.79 0.28
H 1.45 1.30 1.05
H 1.58 0.21 2.44
H 2.90 2.19 2.71
H 1.73 2.06 3.99
H -0.57 3.50 2.32
H 0.17 5.08 2.49
H -1.22 4.61 4.37
H 0.46 4.85 4.86
H 1.35 3.45 6.17
H 0.82 1.76 6.26
H -0.14 3.02 7.05

***

(4)
58
Properties=species:S:1:pos:R:3 method="wB97M-V/def2-TZVPD" total_charge=-1 multiplicity=1 energy_ev=-43249.7885
N -1.06 0.04 -3.76
P -0.23 -1.17 -4.33
O -0.39 -1.27 -5.97
O 1.36 -0.78 -4.43
C -0.38 -2.72 -3.56
C 0.11 -3.86 -4.44
C 1.46 -4.47 -4.05
O 2.58 -3.77 -4.68
C 3.52 -3.33 -3.84
O 4.08 -2.28 -3.94
C -1.81 -2.96 -3.05
C -2.08 -2.40 -1.63
C -2.80 -3.28 -0.66
O -3.51 -2.89 0.23
O -2.58 -4.63 -0.82
H -1.68 -0.26 -3.02
H 0.47 -1.12 -6.38
H 1.64 -0.49 -3.55
H -0.59 -4.70 -4.37
H 0.18 -3.62 -5.51
H 1.58 -4.45 -2.97
H 1.52 -5.51 -4.41
H 3.80 -4.09 -3.08
H -1.96 -4.04 -3.01
H -2.60 -2.56 -3.71
H -1.11 -2.12 -1.21
H -2.68 -1.49 -1.69
H -2.34 -4.99 0.04
C 1.20 1.86 0.58
C 0.09 1.10 -0.15
O -0.12 -0.21 0.34
C -0.50 -0.34 1.69
C -1.79 0.38 2.05
H 2.14 1.31 0.52
H 1.34 2.84 0.13
H 0.96 2.01 1.64
H 0.35 0.97 -1.20
H -0.84 1.68 -0.12
H 0.32 -0.01 2.36
H -0.63 -1.41 1.84
H -1.70 1.46 1.93
H -2.04 0.18 3.09
H -2.60 0.02 1.42
C 2.07 5.57 4.57
C 0.98 4.81 3.83
O 0.78 3.49 4.31
C 0.39 3.36 5.66
C -0.92 4.06 6.00
H 3.01 5.03 4.52
H 2.20 6.56 4.12
H 1.82 5.73 5.62
H 1.27 4.69 2.79
H 0.04 5.37 3.84
H 1.18 3.71 6.33
H 0.28 2.29 5.82
H -0.86 5.14 5.86
H -1.19 3.87 7.04
H -1.73 3.68 5.36

***

(5)
55
Properties=species:S:1:pos:R:3 method="wB97M-V/def2-TZVPD" s_squared=3.788 total_charge=+1 multiplicity=4 energy_ev=-54054.1543 de_lowest_kj_mol=0.0
V -0.15 0.27 -0.07
C 3.70 1.30 1.49
C 3.31 0.18 0.51
O 2.00 0.22 0.00
H 4.77 1.30 1.70
H 3.20 1.11 2.43
H 3.52 2.24 0.96
H 3.51 -0.76 1.03
H 3.97 0.17 -0.36
C -3.71 -1.70 -0.24
C -3.59 -0.27 -0.62
O -2.24 0.13 -0.62
H -3.06 -2.28 -0.90
H -4.70 -2.13 -0.41
H -3.35 -1.89 0.77
H -4.23 0.34 0.02
H -4.05 -0.16 -1.60
C -1.01 -0.57 4.45
C -1.01 -0.95 2.98
O -0.34 -0.14 2.05
H -1.50 -1.32 5.07
H -1.45 0.41 4.62
H 0.02 -0.57 4.79
H -2.06 -0.96 2.70
H -0.69 -1.98 2.83
C 1.89 -3.20 -0.59
C 0.37 -3.04 -0.42
O -0.12 -1.89 -0.35
C -0.49 -4.25 -0.33
H 2.19 -3.88 -1.40
H 2.51 -3.34 0.29
H 2.30 -2.32 -1.10
H -0.78 -4.54 0.68
H -0.04 -5.17 -0.71
H -1.45 -4.09 -0.82
C -1.04 0.58 -4.09
C 0.30 0.45 -3.44
O 0.31 0.48 -2.19
C 1.59 0.35 -4.26
H -1.07 -0.07 -4.96
H -1.31 1.56 -4.47
H -1.89 0.30 -3.46
H 1.37 -0.46 -4.95
H 2.40 0.12 -3.57
H 1.74 1.26 -4.84
C -0.78 4.78 0.58
C -0.15 3.39 0.84
O -0.46 2.36 0.21
C 0.93 3.30 1.85
H 0.01 5.42 0.19
H -1.04 5.24 1.53
H -1.69 4.67 0.00
H 0.67 3.99 2.66
H 1.78 3.70 1.28
H 1.09 2.30 2.25

***

(6)
57
Properties=species:S:1:pos:R:3 method="wB97M-V/def2-TZVPD" total_charge=0 multiplicity=1 smiles="COP(=O)(OC)OC.CC(C)=O.CC(C)=O.CC(C)=O.CC(C)=O" energy_ev=-41753.0736 de_lowest_kj_mol=176.3
C 2.37 0.23 -1.33
C 1.25 1.29 -0.94
O 1.02 1.35 0.24
C 0.18 1.75 -1.85
H 1.77 -0.71 -1.72
H 2.84 -0.09 -0.65
H 2.89 0.68 -2.06
H -0.46 2.40 -1.40
H -0.30 0.93 -2.27
H 0.76 2.35 -2.55
C -0.74 -1.67 -0.60
C -1.36 -1.35 -1.98
O -0.75 -1.38 -3.01
C -2.88 -1.12 -1.98
H -0.80 -0.85 0.14
H 0.34 -2.02 -0.87
H -1.23 -2.45 -0.29
H -3.59 -1.72 -1.48
H -3.46 -1.08 -2.93
H -3.04 -0.17 -1.35
C 5.06 -3.99 -3.88
C 3.73 -4.25 -3.14
O 3.13 -5.27 -3.49
C 3.23 -3.41 -2.02
H 4.98 -3.20 -4.65
H 5.52 -4.78 -4.44
H 5.60 -3.23 -3.40
H 3.14 -2.47 -2.41
H 3.96 -3.42 -1.29
H 2.18 -3.93 -1.63
C 1.44 -1.48 2.48
C 2.62 -2.46 2.14
O 3.35 -2.28 1.17
C 2.83 -3.81 2.88
H 0.47 -2.12 2.33
H 1.42 -0.43 2.01
H 1.68 -1.38 3.46
H 3.00 -3.58 3.86
H 3.70 -4.36 2.26
H 1.87 -4.17 2.75
C -5.35 4.32 3.64
O -4.18 4.74 3.01
P -3.62 3.86 1.84
O -4.54 3.72 0.69
O -2.32 4.67 1.14
C -2.01 6.12 1.54
O -3.17 2.37 2.17
C -2.52 1.49 1.16
H -5.82 3.36 3.46
H -6.19 4.84 3.18
H -5.28 4.37 4.73
H -1.04 6.36 1.26
H -2.31 6.46 2.56
H -2.65 6.78 0.92
H -1.95 0.75 1.61
H -1.71 2.11 0.65
H -3.06 1.35 0.39

***

(7)
56
Properties=species:S:1:pos:R:3 method="wB97M-V/def2-TZVPD" total_charge=0 multiplicity=1 smiles="CCO[C@H](C)[C@](CCCCN(C)C(C)=O)(NP(C)C)B(C)O" energy_ev=-35187.1921
C -3.42 -0.12 -1.13
C -2.68 -1.58 -1.19
O -1.55 -1.76 -0.27
C -0.26 -1.42 -0.88
C 0.15 -2.73 -1.83
C 0.98 -1.21 0.17
C 2.42 -0.82 -0.56
C 2.27 0.20 -1.83
C 2.09 1.80 -1.39
C 0.63 2.42 -1.87
N -0.14 3.08 -0.74
C -1.59 3.39 -1.16
C 0.42 4.43 -0.36
C -0.19 5.27 0.94
O 1.41 5.07 -1.03
N 1.23 -2.60 0.80
P 0.53 -2.72 2.43
C 1.62 -4.06 3.33
C -1.23 -3.47 2.44
B 0.73 -0.11 1.36
C -0.72 0.63 1.71
O 1.86 0.31 2.26
H -2.71 0.79 -0.97
H -3.92 0.04 -2.20
H -4.33 -0.15 -0.37
H -3.50 -2.39 -0.87
H -2.45 -1.81 -2.32
H -0.43 -0.47 -1.57
H 1.23 -2.65 -2.28
H -0.58 -2.84 -2.77
H 0.04 -3.76 -1.25
H 3.25 -0.46 0.19
H 2.82 -1.85 -1.00
H 1.47 -0.13 -2.64
H 3.32 0.17 -2.41
H 2.30 1.93 -0.25
H 2.93 2.44 -1.96
H 0.76 3.21 -2.76
H -0.10 1.59 -2.32
H -2.35 3.22 -0.27
H -1.62 4.52 -1.53
H -1.96 2.73 -2.06
H 0.11 6.43 0.86
H 0.26 4.89 1.96
H -1.38 5.22 0.99
H 2.26 -2.70 0.94
H 0.97 -4.65 4.13
H 2.62 -3.63 3.76
H 1.88 -4.85 2.48
H -1.98 -2.56 2.59
H -1.46 -4.06 1.46
H -1.35 -4.13 3.42
H -0.45 1.70 2.11
H -1.22 0.06 2.64
H -1.48 0.61 0.82
H 2.51 -0.47 2.25

***

(8)
59
Properties=species:S:1:pos:R:3 method="wB97M-V/def2-TZVPD" total_charge=0 multiplicity=1 smiles="CC(C)CCP(Br)(CC(=O)O)([PH2]=O)[PH2]=S.C1CCOC1.C1CCOC1" energy_ev=-135087.1264
C 1.36 1.97 2.99
C 1.56 1.96 1.47
C 0.56 2.93 0.81
C 1.40 0.52 0.92
C 2.45 0.22 -0.17
P 1.88 -0.94 -1.47
Br 0.74 0.88 -2.60
C 0.28 -1.87 -1.51
C -0.11 -2.67 -0.29
O 0.18 -2.40 0.83
O -0.86 -3.77 -0.62
P 3.24 -1.20 -3.31
O 2.81 -0.51 -4.54
P 3.03 -2.71 -0.52
S 4.98 -2.44 -0.64
H 1.83 1.10 3.46
H 0.29 1.92 3.21
H 1.77 2.88 3.44
H 2.57 2.31 1.23
H -0.38 2.41 0.56
H 0.31 3.74 1.51
H 0.94 3.38 -0.11
H 0.40 0.39 0.50
H 1.50 -0.22 1.71
H 2.68 1.14 -0.72
H 3.39 -0.16 0.24
H -0.53 -1.17 -1.72
H 0.34 -2.55 -2.37
H -1.75 -3.64 -0.25
H 3.26 -2.60 -3.39
H 4.47 -0.80 -2.80
H 2.60 -3.01 0.78
H 2.62 -3.84 -1.26
C -0.24 8.10 2.03
C -1.35 7.62 2.97
C -1.26 6.11 2.81
O 0.11 5.82 2.54
C 0.82 7.02 2.24
H 0.13 9.10 2.25
H -0.59 8.08 1.00
H -1.11 7.90 4.00
H -2.33 8.01 2.72
H -1.87 5.77 1.96
H -1.56 5.56 3.70
H 1.47 7.27 3.09
H 1.45 6.86 1.36
C -2.31 -6.32 -2.39
C -3.65 -6.01 -3.07
C -4.58 -6.98 -2.36
O -4.06 -7.15 -1.04
C -2.75 -6.60 -0.96
H -1.58 -5.52 -2.46
H -1.87 -7.22 -2.82
H -3.94 -4.98 -2.86
H -3.63 -6.15 -4.15
H -4.59 -7.96 -2.86
H -5.61 -6.62 -2.29
H -2.80 -5.67 -0.37
H -2.10 -7.30 -0.43